# 1
Below is a gas-phase ion, C8H8NO5S (charge -1) at a distorted geometry, with properties calculated with ωB97M-V with the def2-TZVPD basis set.

Last column: Mulliken charge in e.
Atoms and positions in Å:
C (1.626, -3.566, -2.000)  -1.163
C (1.209, -2.114, -1.793)  0.823
O (1.561, -1.188, -2.488)  -0.584
S (0.125, -1.865, -0.392)  -0.151
C (-0.518, -0.076, -0.634)  -1.060
N (-0.076, 0.873, 0.374)  0.077
C (1.114, 1.507, 0.514)  0.689
O (2.115, 1.310, -0.425)  -0.624
C (1.075, 2.241, 1.632)  -0.777
C (-0.200, 2.057, 2.322)  -0.404
C (-0.909, 1.188, 1.522)  0.010
O (-2.049, 0.604, 1.732)  -0.540
C (-3.549, 1.253, 1.396)  0.634
O (-3.543, 2.460, 1.572)  -0.631
O (-4.341, 0.420, 1.158)  -0.570
H (2.279, -3.843, -1.209)  0.311
H (0.726, -4.208, -2.037)  0.319
H (2.044, -3.457, -2.948)  0.332
H (-0.156, 0.188, -1.530)  0.748
H (-1.599, -0.188, -0.524)  0.358
H (1.855, 0.763, -1.290)  0.336
H (1.701, 3.145, 1.866)  0.250
H (-0.489, 2.496, 3.183)  0.619

Its SMILES is CC(=O)SCn1c(O)ccc1OC(=O)[O-]. The energy relative to the best compared isomer or geometry (same formula, charge and spin) is 7.2 kcal/mol. As for the calculated total energy: -1138.83322 hartree. As for the HOMO-LUMO gap: 6.228 eV. As for the charge: -1. The molar mass is 230.22 g mol⁻¹.

# 2
Below is a single C4H2O2 molecule, with properties calculated with ωB97M-V with the def2-TZVPD basis set.

Last column: Mulliken charge in e.
Atoms and positions in Å:
O (-1.679, 1.066, 0.581)  -0.446
C (-1.386, 0.008, 0.083)  -0.065
C (0.390, -1.620, -0.531)  -0.230
C (0.021, -0.398, -0.208)  0.480
C (1.273, 0.396, 0.025)  0.033
O (2.308, 0.056, -0.501)  -0.441
H (-2.148, -0.746, -0.186)  0.327
H (1.220, 1.238, 0.736)  0.342

The energy relative to the best compared isomer or geometry (same formula, charge and spin) is 54.1 kcal/mol. As for the calculated total energy: -303.92365 hartree. As for the HOMO-LUMO gap: 9.156 eV. The molar mass is 82.06 g mol⁻¹.

# 3
Below is a gas-phase ion, C3HN2OS (charge +1) at a distorted geometry, with properties calculated with ωB97M-V with the def2-TZVPD basis set.

Last column: Mulliken charge in e.
Atoms and positions in Å:
C (-2.541, 3.654, -0.132)  0.212
C (-3.711, 4.225, 0.111)  0.606
C (-0.726, 0.046, -0.542)  0.514
N (-1.580, 2.993, -0.315)  -0.210
N (0.269, -0.583, -0.283)  -0.253
O (-4.718, 4.616, 0.394)  -0.051
S (-2.053, 0.913, -0.593)  -0.153
H (0.806, -0.815, 0.512)  0.336

The energy relative to the best compared isomer or geometry (same formula, charge and spin) is 50.3 kcal/mol. As for the calculated total energy: -697.41994 hartree. As for the HOMO-LUMO gap (spin up / spin down): 6.856 / 6.753 eV. As for the charge: +1. The molar mass is 113.12 g mol⁻¹.

# 4
Below is 2 unconnected molecules or ions with the total composition C10H20NO3S at a distorted geometry, with properties calculated with ωB97M-V with the def2-TZVPD basis set.

Last column: Mulliken charge in e.
Atoms and positions in Å:
C (-1.844, 0.203, -2.456)  0.919
C (3.284, -0.674, 1.812)  -1.400
C (1.193, -1.137, -0.444)  -1.662
C (0.337, -1.917, 1.801)  -1.812
C (-1.289, 0.865, 2.221)  -1.812
C (-0.356, 1.767, 0.047)  -1.912
C (-1.715, 1.003, -4.692)  -0.672
C (1.943, 0.054, 1.665)  -0.628
C (0.879, -0.778, 0.982)  1.514
C (-0.811, 0.581, 0.833)  1.242
N (-2.414, 0.447, -1.308)  -0.586
O (-1.052, -0.679, -2.783)  -0.730
O (-3.144, -0.668, 0.815)  -0.682
O (-2.255, 1.156, -3.409)  -0.399
S (-1.974, -0.574, -0.086)  0.435
H (3.684, -0.934, 0.834)  0.310
H (3.165, -1.586, 2.392)  0.323
H (4.008, -0.036, 2.320)  0.412
H (1.735, -0.332, -0.938)  0.344
H (1.816, -2.037, -0.482)  0.451
H (0.290, -1.333, -1.020)  0.348
H (1.058, -2.740, 1.845)  0.464
H (0.125, -1.600, 2.820)  0.336
H (-0.580, -2.293, 1.353)  0.437
H (-1.663, -0.046, 2.682)  0.385
H (-0.506, 1.304, 2.844)  0.301
H (-2.124, 1.567, 2.171)  0.503
H (0.258, 2.439, 0.651)  0.397
H (-1.238, 2.312, -0.300)  0.592
H (0.199, 1.461, -0.836)  0.279
H (-1.130, 1.893, -4.954)  0.210
H (-2.525, 0.876, -5.419)  0.212
H (-1.064, 0.121, -4.706)  0.308
H (2.112, 0.966, 1.086)  0.316
H (1.598, 0.349, 2.659)  0.257

The energy relative to the best compared isomer or geometry (same formula, charge and spin) is 0.0 kcal/mol. As for the calculated total energy: -1071.68419 hartree. As for the HOMO-LUMO gap: 7.296 eV. As for the charge: -1. The molar mass is 234.34 g mol⁻¹.

# 5
Below is 2 unconnected molecules or ions with the total composition C6H10 at a distorted geometry, with properties calculated with ωB97M-V with the def2-TZVPD basis set.

Last column: Mulliken charge in e.
Atoms and positions in Å:
C (1.542, -0.143, -0.486)  -1.236
C (0.176, -0.697, -0.047)  0.096
C (0.080, -0.640, 1.495)  -1.221
C (-1.469, -0.131, -1.158)  -0.667
C (-1.181, 1.127, -0.594)  -0.092
C (-0.630, 2.009, 0.030)  -0.338
H (2.305, -0.905, -0.243)  0.393
H (1.858, 0.780, 0.028)  0.295
H (1.589, 0.033, -1.560)  0.338
H (-0.007, -1.678, -0.419)  0.439
H (-0.925, -0.838, 1.866)  0.341
H (0.733, -1.440, 1.895)  0.386
H (0.439, 0.296, 1.954)  0.291
H (-1.451, -0.166, -2.275)  0.283
H (-2.416, -0.617, -0.846)  0.291
H (-0.644, 3.006, 0.361)  0.401

The energy relative to the best compared isomer or geometry (same formula, charge and spin) is 98.4 kcal/mol. As for the calculated total energy: -234.44573 hartree. As for the HOMO-LUMO gap: 9.232 eV. The molar mass is 82.15 g mol⁻¹.

# 6
Below is a molecular structure, C3H9N4O at a distorted geometry, with properties calculated with ωB97M-V with the def2-TZVPD basis set.

Last column: Mulliken charge in e.
Atoms and positions in Å:
C (-1.478, 0.094, 0.119)  0.420
C (1.177, 1.194, -0.053)  -0.809
C (1.360, -0.270, -0.412)  0.180
N (-2.637, 0.396, 0.127)  -0.412
N (-0.505, -0.723, -0.249)  0.084
N (-0.369, -2.059, 0.059)  -0.666
N (-0.242, 1.629, 0.042)  -0.505
O (1.924, -1.013, 0.438)  -0.417
H (1.609, 1.367, 0.961)  0.329
H (1.785, 1.867, -0.587)  0.427
H (1.387, -0.567, -1.390)  0.481
H (-3.315, 0.912, 0.773)  0.328
H (-0.404, -2.646, -0.735)  0.243
H (-1.082, -2.366, 0.670)  0.239
H (-0.356, 2.254, 0.894)  0.314
H (-0.716, 1.930, -0.788)  0.318
H (1.861, -2.000, 0.131)  0.445

The energy relative to the best compared isomer or geometry (same formula, charge and spin) is 102.0 kcal/mol. As for the calculated total energy: -413.58540 hartree. As for the HOMO-LUMO gap: 10.245 eV. As for the charge: +1. The molar mass is 117.13 g mol⁻¹.

# 7
Below is 2 unconnected molecules or ions with the total composition C4H11NO2, with properties calculated with ωB97M-V with the def2-TZVPD basis set.

Last column: Mulliken charge in e.
Atoms and positions in Å:
C (-0.001, -1.231, -0.240)  -1.490
C (0.857, -0.173, 0.472)  0.992
C (2.352, -0.427, 0.232)  -1.498
C (0.523, 1.263, 0.081)  0.123
N (-0.809, 1.554, -0.170)  -0.327
O (1.352, 2.146, 0.081)  -0.617
H (-0.914, -1.453, 0.314)  0.315
H (-0.299, -0.886, -1.227)  0.387
H (0.568, -2.149, -0.357)  0.403
H (0.743, -0.177, 1.555)  0.170
H (2.648, -1.382, 0.672)  0.394
H (2.964, 0.382, 0.638)  0.366
H (2.582, -0.462, -0.832)  0.349
H (-1.356, 0.775, -0.498)  0.171
H (-0.906, 2.471, -0.578)  0.255
O (-3.589, -0.433, -0.129)  -0.646
H (-3.187, -0.147, 0.700)  0.346
H (-3.530, 0.327, -0.715)  0.307

Its SMILES is CC(C)C(N)=O.O. The energy relative to the best compared isomer or geometry (same formula, charge and spin) is 4.8 kcal/mol. As for the calculated total energy: -364.26046 hartree. As for the HOMO-LUMO gap: 10.449 eV. The molar mass is 105.14 g mol⁻¹.

# 8
Below is a molecular structure, C5H6IrO4 at a distorted geometry, with properties calculated with ωB97M-V with the def2-TZVPD basis set.

Last column: Mulliken charge in e.
Atoms and positions in Å:
O (2.164, 0.308, 1.168)  -0.436
C (2.063, -0.879, 0.789)  0.180
C (1.339, -1.167, -0.444)  0.073
O (0.715, -0.170, -0.979)  -0.480
Ir (1.625, 1.792, 0.091)  1.553
H (2.310, -1.714, 1.460)  0.440
H (1.111, -2.187, -0.764)  0.454
C (-2.458, 0.154, 2.813)  -0.519
C (-2.284, 0.394, 1.525)  0.363
O (-0.966, 0.451, 1.043)  -0.079
C (-0.629, 0.823, -0.142)  0.213
O (-1.556, 1.358, -0.854)  -0.297
H (-1.616, 0.005, 3.490)  0.319
H (-3.063, 0.519, 0.777)  0.445
H (-3.471, 0.156, 3.214)  0.354
H (-1.345, 1.381, -1.799)  0.418

The energy relative to the best compared isomer or geometry (same formula, charge and spin) is 55.8 kcal/mol. As for the calculated total energy: -597.78203 hartree. As for the HOMO-LUMO gap (spin up / spin down): 7.190 / 6.047 eV. As for the charge: +3. As for the expectation value of S²: 6.098. The spin multiplicity is 5. The molar mass is 322.32 g mol⁻¹.